{
  "formula": "C23H31N5O3",
  "method": "ωB97M-V/def2-TZVPD",
  "elements": ["C", "C", "C", "H", "C", "C", "H", "H", "O", "C", "C", "C", "H", "C", "C", "H", "C", "O", "H", "H", "C", "H", "H", "H", "H", "H", "O", "C", "C", "H", "H", "H", "H", "H", "H", "H", "H", "C", "H", "C", "N", "H", "C", "H", "N", "N", "H", "N", "H", "C", "H", "H", "H", "C", "C", "N", "C", "H", "H", "C", "H", "C"],
  "coordinates": [[4.299648, -0.009362, -0.766490], [-3.627981, -3.059547, -0.756929], [1.504233, 1.334545, 0.397782], [-0.748892, -1.383018, 2.984830], [0.412511, -2.764840, 1.760808], [0.217933, -1.415124, 2.479867], [4.177036, 3.253808, 0.405173], [4.241896, -0.477532, 0.213337], [1.473451, -3.350028, 1.756802], [-2.372515, 3.742476, -0.342871], [-3.730944, 2.101884, 0.762931], [-2.732508, 2.414952, -0.149435], [0.648298, -3.712445, -1.197432], [-1.999706, 1.322618, -0.883645], [1.522531, 0.359861, 1.445515], [0.071733, -5.052551, 0.689693], [-2.740150, -3.300675, -1.974945], [-1.889924, -0.660251, 1.003697], [-3.120936, -2.684874, -2.794008], [-0.483546, -4.953029, -1.739446], [1.884674, 2.899654, -1.054672], [-5.149666, 2.858245, 2.171767], [-1.671720, -4.875960, 0.400824], [6.861198, 1.006758, -0.828008], [6.521517, 2.543233, -0.031626], [-2.624536, 0.432138, -0.977009], [2.437644, 0.120778, 2.205416], [-0.393171, -4.039553, -1.148305], [-3.014482, 4.746141, 0.360688], [4.698060, 1.921795, -1.622321], [-1.509482, -2.599197, 1.124078], [5.001610, -0.571261, -1.377302], [-3.459732, -3.799896, 0.019620], [1.037514, -1.278098, 3.187549], [-0.830578, -2.708443, -2.743151], [-1.670989, 1.667592, -1.865136], [-4.676034, -3.114524, -1.044953], [4.755944, 1.441480, -0.637991], [-4.517864, 5.214925, 1.811018], [0.369236, 1.612972, -0.348231], [0.619035, 2.589358, -1.247446], [-3.998094, 1.068379, 0.925942], [-0.858425, -0.038239, 0.805686], [-2.732992, 5.777190, 0.204269], [2.470336, 2.189523, -0.075735], [-0.705589, -3.213602, 1.166124], [-1.584376, 3.979880, -1.042285], [-0.798137, 0.942286, -0.149345], [3.320032, -0.072605, -1.236567], [-0.703879, -4.380137, 0.313806], [-3.441719, -2.074523, -0.335285], [3.902752, 1.747814, 1.323176], [-2.820584, -4.343443, -2.289965], [-4.016264, 4.430515, 1.263509], [-4.371834, 3.107706, 1.465234], [0.294080, -0.317005, 1.521175], [3.849182, 2.212439, 0.336041], [2.396950, 3.654263, -1.617532], [-1.196413, -2.037170, -1.162184], [-1.263952, -2.942951, -1.767062], [6.274520, 1.023776, 0.834773], [6.194080, 1.510893, -0.133821]],
  "forces_ev_per_angstrom": [[0.006, 0.224, -0.103], [-0.005, -0.064, -0.213], [-0.794, 0.065, -0.340], [0.123, 0.046, -0.053], [-0.261, 0.485, 0.421], [0.137, -0.323, 0.241], [-0.056, -0.077, 0.058], [-0.011, -0.097, 0.124], [0.414, -0.133, -0.034], [-0.033, 0.001, -0.042], [-0.014, -0.028, -0.032], [-0.037, -0.023, -0.078], [0.048, -0.083, -0.004], [-0.254, 0.025, -0.015], [0.170, 0.351, -0.135], [-0.182, -0.003, -0.019], [0.094, 0.199, 0.104], [-0.331, 0.000, 0.151], [-0.025, -0.081, -0.036], [0.052, -0.047, -0.061], [0.097, -0.082, 0.145], [-0.066, -0.021, 0.054], [0.066, -0.023, 0.034], [0.101, -0.045, -0.031], [0.108, 0.106, 0.045], [0.134, 0.120, -0.075], [0.118, -0.071, 0.022], [-0.081, 0.205, 0.191], [0.011, 0.085, 0.011], [-0.009, 0.023, 0.055], [0.194, 0.040, 0.139], [0.049, -0.084, -0.076], [-0.023, -0.057, 0.158], [-0.198, -0.090, -0.144], [0.024, 0.073, 0.041], [-0.076, -0.095, 0.057], [-0.114, -0.025, 0.076], [-0.018, -0.083, 0.222], [-0.040, 0.061, 0.041], [1.416, 0.000, 0.464], [-0.594, -0.068, -0.192], [-0.021, -0.119, 0.001], [-0.078, 0.114, -0.226], [0.018, 0.084, -0.017], [-0.483, 0.069, -0.036], [-0.539, -0.211, -0.251], [0.056, 0.030, -0.075], [-0.078, -0.220, -0.061], [-0.099, -0.079, -0.029], [0.261, -0.206, -0.200], [-0.018, 0.111, 0.069], [-0.005, 0.135, -0.079], [-0.025, -0.030, -0.115], [-0.025, 0.061, 0.053], [-0.056, 0.002, 0.059], [-0.001, -0.122, 0.158], [0.847, -0.011, -0.137], [0.246, 0.151, -0.066], [0.037, 0.122, -0.011], [0.007, -0.319, -0.192], [0.055, -0.070, 0.146], [-0.242, 0.101, -0.162]],
  "homo_ev": -8.6,
  "relative_energy_kj_mol": 24.5,
  "lumo_energy_ha": 0.023,
  "largest_force_ev_per_a": 1.49,
  "total_charge": 0
}

{
  "formula": "C12H14BrN3OS",
  "method": "ωB97M-V/def2-TZVPD",
  "elements": ["H", "O", "C", "H", "C", "H", "C", "H", "Br", "H", "C", "C", "C", "C", "H", "H", "H", "C", "C", "H", "N", "H", "H", "S", "C", "C", "C", "H", "H", "H", "N", "N"],
  "coordinates": [[3.633255, -0.947854, 4.772778], [5.434153, 0.133570, 1.633289], [-0.620866, -0.199921, -1.271270], [5.010964, -1.192479, 3.691236], [-2.937367, -0.080431, -1.041493], [1.529908, 1.017488, 2.444211], [-1.856092, -0.565194, -1.764530], [-1.983269, -1.179443, -2.642940], [-4.700650, -0.505077, -1.608381], [-3.613102, 1.077440, 0.645530], [3.633739, 1.219717, 0.564413], [1.461988, 0.210820, -0.731476], [-0.528171, 0.616330, -0.105229], [2.670150, -1.407489, 2.260325], [2.722967, 1.736316, 0.849989], [1.793785, 0.526121, 4.109507], [4.387762, 1.909405, 0.183384], [2.289808, 0.884022, 3.210209], [4.256850, 0.383361, 1.675487], [4.711337, 0.398033, 4.385186], [0.675085, -0.441986, -1.643084], [1.954962, -1.168584, 1.478436], [3.407400, -2.105137, 1.868129], [3.186776, 0.155643, -0.851745], [-2.758521, 0.711423, 0.094425], [4.232912, -0.494226, 3.988046], [3.351332, -0.134722, 2.787829], [2.133405, -1.891505, 3.072856], [2.745938, 1.845595, 3.436547], [1.002862, -0.979014, -2.428556], [0.784343, 0.843165, 0.188260], [-1.579052, 1.059196, 0.563362]],
  "forces_ev_per_angstrom": [[-0.119, -0.024, 0.074], [0.218, 0.017, -0.097], [-0.586, 0.423, 0.638], [0.070, -0.036, 0.044], [-0.068, -0.120, -0.169], [-0.016, 0.072, -0.004], [-0.039, 0.049, 0.069], [-0.063, -0.038, -0.051], [0.184, 0.057, 0.079], [-0.162, -0.036, -0.047], [0.121, -0.075, -0.367], [-0.215, 0.240, 0.273], [-0.458, -0.647, -0.918], [0.052, 0.099, -0.032], [0.055, 0.079, 0.030], [-0.031, -0.029, 0.114], [-0.075, -0.029, 0.088], [0.082, -0.088, -0.141], [-0.420, 0.134, 0.054], [0.086, 0.064, 0.087], [0.343, -0.062, -0.072], [-0.087, -0.048, -0.065], [0.046, -0.100, -0.020], [0.403, 0.013, -0.051], [-0.424, -0.111, -0.146], [-0.004, 0.001, -0.263], [0.125, -0.244, 0.373], [-0.078, -0.042, 0.106], [0.012, 0.158, 0.082], [-0.033, 0.035, 0.050], [0.551, 0.086, 0.015], [0.532, 0.202, 0.265]],
  "homo_ev": -8.5,
  "relative_energy_kj_mol": 0.0,
  "lumo_energy_ha": 0.008,
  "largest_force_ev_per_a": 1.21,
  "total_charge": 0
}

{
  "formula": "C7H11I2N2OSSc",
  "method": "ωB97M-V/def2-TZVPD",
  "elements": ["I", "N", "H", "C", "C", "H", "Sc", "H", "C", "H", "H", "C", "H", "H", "C", "I", "H", "H", "H", "C", "S", "N", "C", "O", "H"],
  "coordinates": [[-2.266523, -1.146170, 0.708570], [-1.177237, -0.677498, -2.660636], [-1.870993, -1.403699, -4.565149], [1.865903, -2.462118, -2.081208], [-0.115328, -0.922816, -1.848647], [-2.479444, 0.391702, -1.435458], [0.088963, 0.339083, 0.307583], [0.280761, -2.942486, 2.264078], [-0.011056, -2.232128, -3.684127], [0.015218, -3.131270, 0.521133], [2.308983, -2.918101, -2.971477], [1.136876, -1.497830, 1.053295], [2.536870, -1.701445, -1.679950], [-3.069699, -0.005794, -3.060368], [-2.197025, 0.322253, -2.491193], [1.476425, 1.568494, -1.806849], [0.416329, -2.960888, -4.351730], [-1.865936, 1.306074, -2.845490], [1.634635, -3.592204, 1.161678], [-1.123849, -1.475893, -3.794798], [-0.133843, 1.908722, 1.844925], [0.599373, -1.873347, -2.498809], [0.781769, -2.894922, 1.281016], [2.059957, -0.712618, 1.048131], [1.705582, -3.240669, -1.329446]],
  "forces_ev_per_angstrom": [[-1.380, -0.680, 0.353], [0.608, -1.018, -0.795], [0.021, -0.106, -0.068], [-0.308, 0.036, 0.040], [-0.413, 0.180, 0.655], [0.053, -0.014, -0.266], [1.271, -1.352, 0.110], [0.301, -0.113, -0.363], [-0.128, 0.095, -0.372], [0.229, 0.068, 0.429], [0.083, 0.074, 0.153], [-4.425, 2.027, -0.875], [-0.180, 0.049, -0.032], [-0.033, 0.116, 0.081], [-0.212, 0.403, 0.230], [0.847, 1.035, -0.906], [-0.053, -0.017, -0.008], [0.105, -0.204, 0.007], [0.002, -0.440, 0.469], [0.131, 0.155, 0.162], [-0.321, 1.199, 1.056], [-0.209, -0.142, -0.159], [1.341, -0.959, -0.033], [2.644, -0.523, 0.175], [0.028, 0.132, -0.045]],
  "homo_ev": 0.3,
  "relative_energy_kj_mol": 0.0,
  "lumo_energy_ha": 0.176,
  "largest_force_ev_per_a": 4.95,
  "total_charge": -2
}